Density functional theory data (the ωB97M-V functional and the def2-TZVPD basis) for a single C23H26N2O3 molecule in a non-equilibrium geometry.

Each line ends with the natural charge from an NBO analysis.
Positions of all 54 atoms, in Å:
C  -5.16  1.72  3.88  -0.617
C  -4.50  1.52  2.53  -0.062
O  -3.61  0.43  2.64  -0.504
C  -2.89  0.05  1.56  0.311
C  -2.93  0.66  0.31  -0.269
C  -2.11  0.21  -0.71  -0.159
C  -1.24  -0.86  -0.51  -0.139
C  -0.38  -1.31  -1.58  0.322
C  0.76  -2.08  -1.58  -0.365
C  1.12  -2.16  -2.95  0.151
C  2.29  -2.86  -3.54  -0.440
C  3.62  -2.30  -3.03  -0.374
C  3.95  -0.93  -3.62  -0.499
C  2.96  0.16  -3.24  0.685
O  2.30  0.77  -4.06  -0.607
N  2.90  0.42  -1.91  -0.629
C  2.07  1.49  -1.40  -0.238
C  1.47  1.24  -0.04  -0.046
C  0.48  2.11  0.41  -0.192
C  -0.06  1.99  1.67  -0.206
C  0.37  0.99  2.54  -0.008
C  -0.20  0.89  3.92  -0.637
C  1.35  0.12  2.09  -0.223
C  1.89  0.24  0.82  -0.175
N  0.25  -1.51  -3.68  -0.115
O  -0.67  -0.98  -2.85  -0.274
C  -1.22  -1.48  0.74  -0.143
C  -2.03  -1.04  1.76  -0.262
H  -5.86  2.55  3.83  0.215
H  -4.41  1.94  4.64  0.213
H  -5.70  0.82  4.17  0.216
H  -3.95  2.43  2.23  0.170
H  -5.26  1.31  1.76  0.175
H  -3.58  1.50  0.12  0.215
H  -2.15  0.68  -1.67  0.228
H  1.26  -2.51  -0.74  0.228
H  2.22  -3.92  -3.28  0.222
H  2.23  -2.77  -4.62  0.233
H  4.42  -3.00  -3.32  0.214
H  3.60  -2.26  -1.94  0.192
H  4.94  -0.62  -3.29  0.219
H  3.95  -0.99  -4.71  0.233
H  3.58  0.02  -1.30  0.388
H  1.27  1.63  -2.14  0.245
H  2.64  2.43  -1.36  0.198
H  0.14  2.90  -0.25  0.211
H  -0.82  2.69  2.00  0.207
H  0.18  0.01  4.43  0.212
H  0.07  1.77  4.50  0.220
H  -1.28  0.84  3.87  0.226
H  1.70  -0.67  2.74  0.205
H  2.65  -0.46  0.51  0.190
H  -0.56  -2.32  0.91  0.215
H  -2.03  -1.52  2.72  0.225

Computed properties:
* HOMO level: -8.0393 eV
* total charge: 0
* SMILES: CCOc1ccc(-c2cc(CCCC(=O)NCc3ccc(C)cc3)no2)cc1
* calculated total energy: -1227.2585 a.u.
* frontier orbital gap: 8.70 eV

=====

Density functional theory data (the ωB97M-V functional and the def2-TZVPD basis) for a molecular structure, C8H6N4O3PtS2.

Each line ends with the natural charge from an NBO analysis.
Positions of all 24 atoms, in Å:
Pt  -0.31  -0.93  -0.04  0.607
N  0.99  2.44  -0.16  -0.841
C  -0.31  3.06  -0.04  -0.285
C  -1.56  2.18  0.00  0.602
O  -2.59  2.89  0.05  -0.775
N  -1.58  0.85  -0.01  -0.676
C  -2.98  0.41  0.02  -0.348
C  -3.21  -1.08  -0.01  0.774
O  -4.36  -1.52  0.01  -0.721
O  -2.16  -1.82  -0.04  -0.744
H  1.62  2.60  0.60  0.363
H  1.45  2.56  -1.05  0.360
H  -0.50  3.75  -0.86  0.183
H  -0.37  3.66  0.87  0.187
H  -3.53  0.84  -0.83  0.205
H  -3.49  0.81  0.90  0.206
S  1.86  -0.26  0.16  -0.136
C  2.74  -1.77  0.12  -0.346
C  4.17  -1.68  0.20  0.310
N  5.31  -1.57  0.26  -0.413
C  2.12  -2.97  0.01  -0.349
S  0.39  -3.06  -0.08  -0.068
C  2.86  -4.20  -0.03  0.310
N  3.43  -5.20  -0.06  -0.407

Computed properties:
* HOMO level: -1.1036 eV
* total charge: -2
* calculated total energy: -1669.0360 a.u.
* frontier orbital gap: 6.22 eV

=====

Density functional theory data (the ωB97M-V functional and the def2-TZVPD basis) for a molecular structure, C4H9N2 in a non-equilibrium geometry.

Each line ends with the natural charge from an NBO analysis.
Positions of all 15 atoms, in Å:
C  0.28  -0.43  1.21  0.446
C  0.38  0.97  0.86  -0.271
C  0.48  -1.60  2.11  -0.673
C  -0.54  1.40  -2.27  0.100
N  -0.03  -0.13  0.02  -0.454
N  -0.73  0.15  -2.21  -0.603
H  -0.22  1.64  1.26  0.199
H  1.43  1.35  0.50  0.188
H  0.62  -1.17  3.10  0.265
H  1.28  -2.13  1.62  0.275
H  -0.45  -2.09  1.94  0.264
H  -0.47  2.06  -3.13  0.223
H  -0.13  1.85  -1.29  0.199
H  -0.85  -0.55  -2.90  0.425
H  -0.35  -0.25  -1.18  0.418

Computed properties:
* HOMO level: -14.8173 eV
* total charge: +1
* calculated total energy: -266.9385 a.u.
* frontier orbital gap: 10.64 eV

=====

Density functional theory data (the ωB97M-V functional and the def2-TZVPD basis) for 3 unconnected molecules or ions with the total composition C4H12O3 in a non-equilibrium geometry.

Each line ends with the natural charge from an NBO analysis.
Positions of all 19 atoms, in Å:
C  0.97  -1.50  -0.40  -0.609
C  0.81  -0.09  0.10  -0.347
C  2.10  0.73  0.03  -0.599
C  0.40  -0.13  1.56  0.487
O  -0.66  0.27  1.98  -0.565
H  1.36  -1.56  -1.41  0.223
H  0.00  -2.00  -0.54  0.217
H  1.61  -2.09  0.25  0.208
H  -0.01  0.47  -0.36  0.244
H  2.40  0.89  -0.99  0.224
H  2.93  0.22  0.53  0.202
H  1.95  1.68  0.52  0.217
H  1.17  -0.50  2.27  0.104
O  -1.86  1.60  -1.78  -0.976
H  -2.30  1.32  -2.58  0.463
H  -2.19  1.02  -1.07  0.496
O  -3.01  0.16  0.36  -0.969
H  -3.20  -0.78  0.39  0.474
H  -2.44  0.33  1.13  0.506

Computed properties:
* HOMO level: -10.0843 eV
* total charge: 0
* SMILES: CC(C)C=O.O.O
* calculated total energy: -385.3184 a.u.
* frontier orbital gap: 10.84 eV

=====

Density functional theory data (the ωB97M-V functional and the def2-TZVPD basis) for 2 unconnected molecules or ions with the total composition C4H13N2 in a non-equilibrium geometry.

Each line ends with the natural charge from an NBO analysis.
Positions of all 19 atoms, in Å:
C  -2.14  0.63  0.56  -0.533
C  -0.69  0.08  0.89  -0.578
C  -0.16  -0.75  -0.18  0.424
C  0.02  -0.28  -1.55  -0.409
N  0.96  0.83  -1.81  -0.756
N  2.37  -0.44  1.08  -1.038
H  -1.94  1.28  -0.29  0.216
H  -2.56  1.20  1.39  0.270
H  -2.93  -0.06  0.26  0.238
H  -0.61  -0.38  1.88  0.273
H  -0.22  1.07  0.92  0.268
H  -0.60  -1.76  -0.15  0.227
H  0.25  -1.06  -2.27  0.267
H  -1.00  -0.02  -1.92  0.329
H  1.89  0.58  -1.48  0.383
H  2.92  -0.73  1.88  0.397
H  0.75  1.52  -1.08  0.350
H  1.42  -0.50  1.46  0.326
H  2.27  -1.21  0.41  0.346

Computed properties:
* HOMO level: -14.6439 eV
* total charge: +1
* calculated total energy: -269.3306 a.u.
* frontier orbital gap: 7.11 eV

=====

Density functional theory data (the ωB97M-V functional and the def2-TZVPD basis) for 2 unconnected molecules or ions with the total composition C5H16NO in a non-equilibrium geometry.

Each line ends with the Mulliken spin population.
Positions of all 23 atoms, in Å:
C  0.41  0.48  -0.49  0.047
C  -0.29  -0.63  0.32  0.524
C  0.18  -2.04  0.02  0.210
C  -1.80  -0.46  0.16  -0.023
C  -2.63  -1.24  1.19  0.032
N  1.82  0.80  0.04  1.360
H  0.53  0.21  -1.53  0.373
H  -0.18  1.38  -0.32  -0.090
H  -0.05  -0.43  1.36  0.078
H  -0.33  -2.72  0.71  0.024
H  1.25  -2.18  0.17  -0.170
H  -0.12  -2.41  -0.97  -0.033
H  -2.08  -0.75  -0.86  -0.002
H  -2.05  0.59  0.31  -0.013
H  -2.57  -0.78  2.16  -0.006
H  -2.26  -2.24  1.34  -0.008
H  -3.67  -1.30  0.85  -0.005
H  2.59  0.53  -0.64  -0.597
H  1.86  0.35  0.98  -0.212
H  1.90  1.83  0.09  -0.532
H  3.16  4.09  -1.52  -0.073
H  1.81  3.55  -1.99  -0.017
O  2.54  3.36  -1.37  0.133

Computed properties:
* HOMO level (spin up / spin down): -3.0871 / -11.7390 eV
* 2S+1: 2
* total charge: 0
* calculated total energy: -329.9699 a.u.
* frontier orbital gap (spin up / spin down): 3.97 / 12.31 eV

=====

The highest calculated total energy belongs to which entry?
C4H9N2

=====

Which of these has the lowest total charge?
C8H6N4O3PtS2